[1]
{
  "formula": "C20H28BN10Tl",
  "method": "ωB97M-V/def2-TZVPD",
  "homo_ha": [-0.514, -0.504],
  "homo_lumo_gap_ev": [4.16, 4.17],
  "total_energy_ha": -1523.0936,
  "charge": 2,
  "molar_mass_g_mol": 623.7,
  "elements": ["Tl", "C", "C", "N", "C", "C", "C", "C", "C", "C", "C", "N", "C", "C", "N", "N", "H", "H", "H", "H", "H", "H", "H", "H", "H", "H", "H", "H", "H", "H", "H", "H", "H", "H", "C", "C", "N", "N", "C", "B", "N", "C", "C", "C", "N", "N", "C", "C", "C", "N", "H", "H", "H", "H", "H", "H", "H", "H", "H", "H"],
  "coordinates": [[0.78801, -0.00531, 0.05409], [2.03481, 3.13310, 1.38657], [1.77857, 3.45080, -0.04536], [0.83472, 2.56789, -0.71732], [1.09159, 2.42209, -2.19046], [2.16225, 1.38916, -2.57926], [2.40872, 1.09199, -3.91059], [3.46550, 0.23540, -4.12523], [4.00909, -0.54619, -3.08522], [3.59645, -0.25289, -1.75796], [3.99126, -1.24906, -0.64855], [3.28610, -1.21182, 0.65655], [3.74381, -0.33703, 1.77762], [3.50778, 1.17791, 1.68141], [2.11987, 1.65847, 1.73324], [2.86296, 0.80113, -1.56968], [1.18886, 3.50572, 1.94381], [2.98977, 3.59146, 1.80057], [2.76121, 3.46484, -0.56291], [1.38591, 4.46543, -0.00893], [-0.12874, 2.92367, -0.63980], [1.30527, 3.38042, -2.67909], [0.22812, 1.97635, -2.63909], [2.05376, 1.78818, -4.61686], [3.92516, 0.08337, -5.12864], [4.73767, -1.28727, -3.21542], [5.08401, -1.12106, -0.41526], [3.95352, -2.25978, -1.06876], [3.22066, -2.17260, 1.05076], [4.81811, -0.42074, 1.96322], [3.30444, -0.80544, 2.63493], [4.06403, 1.61999, 0.83919], [4.03062, 1.57517, 2.64679], [1.83932, 1.51950, 2.69604], [-6.08812, 0.89700, 1.11699], [-6.65869, -0.17667, 1.81563], [-5.82272, -1.22117, 1.96297], [-4.65676, -0.83584, 1.35089], [-4.82549, 0.45612, 0.82030], [-3.58202, -1.91293, 1.02183], [-3.48211, -2.24253, -0.49210], [-2.54697, -1.99311, -1.54462], [-3.26733, -2.04791, -2.70967], [-4.60607, -2.37210, -2.37139], [-4.70620, -2.52601, -1.05031], [-2.15514, -1.58205, 1.63443], [-1.89254, -0.99473, 2.82751], [-0.97270, -1.85779, 3.47325], [-0.65205, -2.86252, 2.52278], [-1.27846, -2.53882, 1.32963], [-6.56980, 1.81566, 0.90412], [-7.72691, -0.31278, 2.17021], [-4.01342, 0.93185, 0.23844], [-4.05571, -2.90453, 1.52266], [-1.46473, -1.96261, -1.34781], [-2.84037, -1.81921, -3.71785], [-5.47894, -2.47555, -2.98591], [-2.49351, -0.15011, 3.17073], [-0.58422, -1.69754, 4.48286], [-0.02221, -3.76696, 2.59404]]
}

[2]
{
  "formula": "C20H28CaFN5O6",
  "method": "ωB97M-V/def2-TZVPD",
  "homo_ha": 0.019,
  "homo_lumo_gap_ev": 3.68,
  "e_above_lowest_kcal_mol": 0.0,
  "total_energy_ha": -2281.7203,
  "charge": -2,
  "molar_mass_g_mol": 493.5,
  "elements": ["Ca", "C", "C", "C", "C", "N", "N", "H", "H", "H", "H", "H", "H", "H", "H", "H", "H", "H", "H", "C", "O", "C", "O", "H", "H", "H", "C", "C", "C", "C", "C", "C", "C", "C", "N", "H", "H", "H", "H", "H", "H", "H", "H", "H", "F", "C", "C", "N", "C", "C", "O", "O", "C", "O", "N", "C", "O", "H", "H", "H", "H"],
  "coordinates": [[0.18098, 0.27052, 0.05239], [-1.00203, -3.95603, -2.29450], [-0.75756, -4.38968, -0.84240], [-2.06124, -4.89236, -0.22598], [0.28829, -5.50100, -0.81984], [-0.21293, -3.31710, -0.00058], [-1.00088, -2.14372, 0.10100], [-1.45077, -4.76898, -2.87158], [-0.06028, -3.67792, -2.77098], [-1.68189, -3.10308, -2.35481], [-2.39752, -5.80029, -0.73210], [-2.85272, -4.14602, -0.31604], [-1.91138, -5.11053, 0.83291], [-0.05118, -6.36524, -1.39536], [0.48324, -5.80900, 0.20831], [1.22694, -5.14872, -1.25429], [0.68620, -3.01072, -0.36371], [-1.70911, -2.25513, 0.81321], [-1.44400, -1.86918, -0.77342], [-4.07285, 0.55590, -1.65498], [-3.20321, 0.77861, -2.76722], [-1.82755, 0.63426, -2.59658], [-1.51146, 0.18889, -1.47257], [-4.87057, 1.29707, -1.71274], [-3.54388, 0.65462, -0.70869], [-4.51448, -0.44401, -1.71108], [-1.76038, 3.24696, 2.11717], [-1.35404, 2.53537, 3.37057], [-1.78364, 2.97420, 4.60588], [-1.43573, 2.33029, 5.79898], [-0.61739, 1.19842, 5.69823], [-0.15945, 0.71778, 4.48978], [0.70906, -0.50102, 4.41813], [-0.49890, 1.35995, 3.22206], [-0.07860, 0.91651, 2.06647], [-2.37772, 4.12368, 2.34016], [-2.31864, 2.58099, 1.44734], [-0.88204, 3.56205, 1.54177], [-2.42196, 3.85810, 4.64696], [-1.78105, 2.69536, 6.76032], [-0.32612, 0.67152, 6.60840], [0.97399, -0.85994, 5.41897], [1.62058, -0.29134, 3.84879], [0.21349, -1.30961, 3.86727], [0.43224, 2.96509, -5.65176], [1.14915, 1.83388, -5.52924], [0.90960, 0.97273, -4.52703], [1.63372, -0.19250, -4.39857], [1.34067, -1.09021, -3.28264], [1.68622, -0.49805, -1.91196], [1.73010, 0.74425, -1.79359], [1.76112, -1.31814, -0.96185], [2.58878, -0.55614, -5.31210], [3.22303, -1.59794, -5.27942], [2.80298, 0.37148, -6.31434], [2.15671, 1.58781, -6.52765], [2.45639, 2.29261, -7.47539], [0.10678, 1.12595, -3.80836], [1.89014, -2.01250, -3.43625], [0.26765, -1.29526, -3.27648], [3.50920, 0.11548, -6.98641]]
}

[3]
{
  "formula": "C20H28Cl2MnN2O2",
  "method": "ωB97M-V/def2-TZVPD",
  "homo_ha": [-0.054, -0.128],
  "homo_lumo_gap_ev": [4.47, 6.40],
  "multiplicity": 5,
  "total_energy_ha": -3110.3290,
  "s_squared": 6.050,
  "charge": -1,
  "molar_mass_g_mol": 454.3,
  "elements": ["Mn", "Cl", "N", "N", "C", "C", "C", "C", "C", "C", "H", "H", "H", "H", "H", "H", "C", "C", "C", "C", "H", "H", "H", "H", "H", "H", "O", "H", "H", "O", "H", "H", "C", "C", "C", "H", "H", "C", "C", "H", "C", "C", "C", "C", "H", "C", "H", "H", "H", "H", "H", "H", "H", "H", "Cl"],
  "coordinates": [[-0.00146, -0.19102, 0.72909], [0.51302, -0.56207, 2.97098], [0.78206, -2.11143, 0.41067], [-0.91748, 1.57664, 1.39857], [1.47833, -2.37785, -0.67317], [-0.88246, 2.66905, 0.66700], [0.39262, -3.44576, 1.04584], [0.47763, -4.35827, -0.14427], [-0.98858, -3.37286, 1.67081], [1.43832, -3.74708, 2.08024], [-1.66170, -3.02958, 0.88094], [-1.00391, -2.65872, 2.50150], [-1.18365, -4.39860, 1.95468], [2.40781, -3.79121, 1.56317], [1.15274, -4.70518, 2.49480], [1.41475, -2.91771, 2.80474], [-1.99785, 1.77006, 2.46303], [-2.84817, 2.82381, 1.81419], [-1.29593, 2.27037, 3.69249], [-2.73853, 0.47506, 2.73884], [-3.09347, 0.11359, 1.76977], [-3.55004, 0.79139, 3.38171], [-2.06532, -0.26740, 3.18114], [-0.78946, 3.20778, 3.42077], [-0.56638, 1.49567, 3.97653], [-2.08231, 2.42665, 4.41905], [-1.96265, 3.44688, 0.78575], [-3.25172, 3.61920, 2.48804], [-3.67139, 2.35639, 1.22561], [1.34727, -3.62985, -1.11920], [-0.51185, -4.42801, -0.65234], [0.89614, -5.37798, 0.04203], [2.27247, -1.41059, -1.51130], [0.14837, 3.05296, -0.36341], [0.47214, 1.96249, -1.34490], [1.08823, 3.23993, 0.19801], [-0.21527, 3.92959, -0.88387], [1.21365, 0.78710, -0.80723], [1.49963, -0.18388, -1.90106], [1.59321, 0.64654, 0.36362], [1.46075, 0.17465, -3.29967], [0.98779, 1.43764, -3.74286], [2.15445, -0.67264, -4.33407], [0.44453, 2.29614, -2.75147], [1.06801, 1.75766, -4.83044], [0.07216, 3.68329, -3.21005], [0.14958, 3.71995, -4.30990], [0.74676, 4.47574, -2.83005], [-0.96304, 3.92345, -2.93402], [3.24844, -0.75283, -4.18241], [2.01725, -0.19937, -5.32078], [1.71700, -1.67868, -4.37397], [2.61861, -1.93790, -2.39042], [3.09815, -1.04972, -0.86088], [-2.12927, -0.87344, -0.36186]]
}

[4]
{
  "formula": "C20H28Cl2N2O2S4SiTi",
  "method": "ωB97M-V/def2-TZVPD",
  "homo_ha": -0.042,
  "homo_lumo_gap_ev": 5.70,
  "e_above_lowest_kcal_mol": 0.0,
  "total_energy_ha": -4691.2075,
  "charge": -2,
  "molar_mass_g_mol": 603.6,
  "elements": ["Ti", "S", "S", "S", "S", "C", "N", "C", "C", "C", "N", "C", "C", "H", "H", "H", "H", "H", "H", "H", "H", "H", "H", "H", "H", "H", "H", "H", "H", "C", "C", "C", "C", "C", "C", "Si", "C", "C", "C", "C", "C", "C", "H", "H", "H", "H", "H", "H", "H", "H", "H", "H", "H", "Cl", "C", "Cl", "C", "O", "O", "H"],
  "coordinates": [[-2.66157, 0.04838, -1.83847], [-2.29219, 2.33620, -1.40395], [-3.94629, 1.48351, -0.44660], [-1.48742, -0.21859, -3.86129], [-3.58020, -0.27194, -4.00013], [-1.95273, 0.30892, 2.53583], [-0.61909, 0.81357, 2.77837], [0.18139, -0.09863, 3.55044], [-0.64899, 2.15735, 3.29532], [0.71757, 2.83330, 3.37357], [1.54212, 2.62409, 2.20309], [0.86947, 2.98553, 0.96390], [2.79930, 3.31640, 2.33419], [-2.53198, 0.20402, 3.47574], [-1.90325, -0.66788, 2.05385], [-2.49640, 0.97284, 1.86371], [-0.21517, -0.25239, 4.57591], [1.20728, 0.26479, 3.61855], [0.20214, -1.06555, 3.04479], [-1.10718, 2.20808, 4.30694], [-1.29830, 2.73915, 2.63569], [1.27356, 2.47113, 4.24524], [0.53674, 3.91510, 3.54643], [0.53410, 4.03954, 0.97592], [0.01209, 2.34029, 0.77784], [1.56219, 2.85567, 0.13287], [2.67726, 4.41635, 2.40093], [3.42555, 3.09737, 1.46809], [3.32290, 2.98191, 3.23485], [0.97267, -4.93804, -2.11178], [0.09840, -4.69441, -1.06112], [-0.24421, -3.39017, -0.72908], [0.26225, -2.29599, -1.43864], [1.13471, -2.56662, -2.49574], [1.49170, -3.86743, -2.82825], [-0.31623, -0.53473, -0.98449], [1.17531, 0.55934, -1.50211], [2.41264, 0.34773, -0.88278], [3.51334, 1.14949, -1.14884], [3.40398, 2.19437, -2.06052], [2.19066, 2.42082, -2.69231], [1.09068, 1.61542, -2.41014], [1.24036, -5.95510, -2.37741], [-0.33144, -5.52026, -0.50492], [-0.93680, -3.22487, 0.09019], [1.53541, -1.74241, -3.07509], [2.16860, -4.04856, -3.65661], [-0.13000, -0.58524, 0.50343], [2.51109, -0.45876, -0.16271], [4.45536, 0.96321, -0.64339], [4.25743, 2.83016, -2.27112], [2.09085, 3.23644, -3.39991], [0.14420, 1.81154, -2.90038], [-5.97420, -3.07471, -2.13541], [-4.20342, -3.33782, -2.12789], [-3.83299, -5.05548, -2.37029], [-3.63715, -2.80094, -0.79100], [-3.62671, -3.49990, 0.20084], [-3.22771, -1.59440, -0.89912], [-3.81169, -2.78116, -2.97502]]
}

Q: What is the formula in the second record?
A: C20H28CaFN5O6

Repeat the first record exactly.
{
  "formula": "C20H28BN10Tl",
  "method": "ωB97M-V/def2-TZVPD",
  "homo_ha": [-0.514, -0.504],
  "homo_lumo_gap_ev": [4.16, 4.17],
  "total_energy_ha": -1523.0936,
  "charge": 2,
  "molar_mass_g_mol": 623.7,
  "elements": ["Tl", "C", "C", "N", "C", "C", "C", "C", "C", "C", "C", "N", "C", "C", "N", "N", "H", "H", "H", "H", "H", "H", "H", "H", "H", "H", "H", "H", "H", "H", "H", "H", "H", "H", "C", "C", "N", "N", "C", "B", "N", "C", "C", "C", "N", "N", "C", "C", "C", "N", "H", "H", "H", "H", "H", "H", "H", "H", "H", "H"],
  "coordinates": [[0.78801, -0.00531, 0.05409], [2.03481, 3.13310, 1.38657], [1.77857, 3.45080, -0.04536], [0.83472, 2.56789, -0.71732], [1.09159, 2.42209, -2.19046], [2.16225, 1.38916, -2.57926], [2.40872, 1.09199, -3.91059], [3.46550, 0.23540, -4.12523], [4.00909, -0.54619, -3.08522], [3.59645, -0.25289, -1.75796], [3.99126, -1.24906, -0.64855], [3.28610, -1.21182, 0.65655], [3.74381, -0.33703, 1.77762], [3.50778, 1.17791, 1.68141], [2.11987, 1.65847, 1.73324], [2.86296, 0.80113, -1.56968], [1.18886, 3.50572, 1.94381], [2.98977, 3.59146, 1.80057], [2.76121, 3.46484, -0.56291], [1.38591, 4.46543, -0.00893], [-0.12874, 2.92367, -0.63980], [1.30527, 3.38042, -2.67909], [0.22812, 1.97635, -2.63909], [2.05376, 1.78818, -4.61686], [3.92516, 0.08337, -5.12864], [4.73767, -1.28727, -3.21542], [5.08401, -1.12106, -0.41526], [3.95352, -2.25978, -1.06876], [3.22066, -2.17260, 1.05076], [4.81811, -0.42074, 1.96322], [3.30444, -0.80544, 2.63493], [4.06403, 1.61999, 0.83919], [4.03062, 1.57517, 2.64679], [1.83932, 1.51950, 2.69604], [-6.08812, 0.89700, 1.11699], [-6.65869, -0.17667, 1.81563], [-5.82272, -1.22117, 1.96297], [-4.65676, -0.83584, 1.35089], [-4.82549, 0.45612, 0.82030], [-3.58202, -1.91293, 1.02183], [-3.48211, -2.24253, -0.49210], [-2.54697, -1.99311, -1.54462], [-3.26733, -2.04791, -2.70967], [-4.60607, -2.37210, -2.37139], [-4.70620, -2.52601, -1.05031], [-2.15514, -1.58205, 1.63443], [-1.89254, -0.99473, 2.82751], [-0.97270, -1.85779, 3.47325], [-0.65205, -2.86252, 2.52278], [-1.27846, -2.53882, 1.32963], [-6.56980, 1.81566, 0.90412], [-7.72691, -0.31278, 2.17021], [-4.01342, 0.93185, 0.23844], [-4.05571, -2.90453, 1.52266], [-1.46473, -1.96261, -1.34781], [-2.84037, -1.81921, -3.71785], [-5.47894, -2.47555, -2.98591], [-2.49351, -0.15011, 3.17073], [-0.58422, -1.69754, 4.48286], [-0.02221, -3.76696, 2.59404]]
}